Formula: BrClHOP
Source: the OMol25 dataset
Level of theory: ωB97M-V with the def2-TZVPD basis set

Summary:
HOMO = -9.92 eV
ΔE to the lowest compared entry with this formula, charge and spin = 2.97 kcal per mole
frontier orbital gap = 10.36 eV
SMILES string = OP(Cl)Br
M = 163.34 g mol⁻¹
F_max = 2.2 eV/A
lowest unoccupied orbital energy = 0.44 eV

CARTESIAN COORDINATES (ANGSTROEM)
O: -0.653 0.006 -0.342
P: -1.806 0.360 0.701
Cl: -2.437 2.280 -0.006
Br: -3.402 -0.829 -0.146
H: -0.794 -0.973 -0.551